Below is an isolated ion of composition C12H25Cl2N2O7P2S2 and charge +1, with properties calculated with ωB97M-V/def2-TZVPD.

Atoms and positions in Å:
N  2.882  -0.544  2.212
P  1.262  -0.500  2.702
O  0.911  -2.059  2.974
C  0.249  -0.018  1.152
C  0.502  1.413  0.674
C  1.860  2.048  0.955
C  1.965  3.289  0.057
O  2.412  2.937  -1.240
N  0.516  -1.112  0.160
C  1.695  -1.064  -0.720
C  1.356  -1.140  -2.224
C  2.064  -2.299  -2.937
Cl  3.153  -1.683  -4.205
C  -0.319  -2.080  0.144
Cl  -0.246  -3.488  -0.764
S  -1.694  -1.972  1.175
C  -1.210  -0.247  1.613
C  -2.300  0.610  0.910
C  -2.192  0.645  -0.629
C  -3.325  -0.105  -1.347
S  -2.776  -0.582  -2.975
O  -1.966  -1.751  -2.878
O  -3.899  -0.639  -3.806
O  -1.911  0.636  -3.508
P  -1.577  -0.144  3.482
O  -3.181  -0.357  3.469
O  -1.399  1.437  3.821
H  3.087  -1.258  1.519
H  3.438  -0.701  3.046
H  0.242  -2.131  3.681
H  0.314  1.423  -0.395
H  -0.241  2.073  1.101
H  1.951  2.357  1.990
H  2.700  1.418  0.701
H  2.615  4.034  0.510
H  0.977  3.708  -0.089
H  3.326  2.623  -1.188
H  2.404  -1.830  -0.433
H  2.205  -0.123  -0.576
H  0.295  -1.322  -2.364
H  1.592  -0.207  -2.718
H  1.360  -2.976  -3.394
H  2.658  -2.894  -2.258
H  -2.260  1.627  1.289
H  -3.282  0.238  1.168
H  -1.224  0.326  -0.992
H  -2.276  1.683  -0.932
H  -4.176  0.548  -1.470
H  -3.620  -0.968  -0.766
H  -1.020  0.609  -3.118
H  -3.369  -1.175  3.954
H  -0.527  1.688  3.470

- Strongest force on any atom: 0.04420 hartree/bohr
- LUMO: -3.9 eV
- HOMO level: -11.84 eV
- DFT total energy: -95449.6578 eV
- Charge: +1